(1)
The following is a quantum chemistry calculation of a molecular structure, C21H21N4O8ReS5Sb at a distorted geometry, from the Open Molecules 2025 dataset.

Last column: Löwdin spin population.
Atoms and positions in Å:
Re -0.0236 0.6395 -2.0210  2.28
O -2.8906 4.3972 -1.2837  0.00
C -2.1730 3.3153 -0.9913  0.00
O -1.1078 3.3358 -0.4421  0.01
C -2.8904 2.0499 -1.3522  0.01
C -4.2511 2.0626 -1.5741  0.00
C -4.9074 0.8674 -1.8168  0.01
C -4.1820 -0.3028 -1.8068  0.00
C -2.8185 -0.2305 -1.6050  0.01
N -2.1659 0.9204 -1.4049  0.01
C -1.9302 -1.4564 -1.5912  0.01
O -2.4078 -2.5436 -2.0976  0.00
O -0.8447 -1.3889 -1.0113  0.03
H -2.3560 5.1734 -1.0726  0.00
H -4.7813 3.0024 -1.5372  0.00
H -5.9736 0.8532 -2.0052  0.00
H -4.6553 -1.2597 -1.9714  0.00
H -2.8930 -2.2834 -2.9497  0.00
S 2.9059 3.3302 -5.0662  0.10
Sb 1.4332 1.6113 -5.0253  0.04
S 1.9624 0.1000 -3.1510  0.15
S -0.2863 2.4552 -3.4272  0.16
S 1.2114 0.5387 -7.0000  0.05
C -0.9860 -2.0246 -5.6231  0.00
S -1.8898 -0.7882 -4.7678  0.00
O -3.1136 -1.4760 -4.3077  0.00
O -2.1171 0.3789 -5.5523  0.01
O -1.0371 -0.5272 -3.5305  0.02
H -1.6366 -2.4092 -6.4123  0.00
H -0.7494 -2.8009 -4.8907  0.00
H -0.0895 -1.5669 -6.0441  0.00
C -0.8983 -0.4400 6.1225  0.00
C 0.3845 -0.7587 5.3942  0.00
C 1.6238 -0.4009 5.9120  0.00
C 2.7980 -0.6822 5.2281  0.00
C 2.7652 -1.3414 4.0045  0.00
N 4.0122 -1.6177 3.3768  0.00
C 4.2974 -2.0275 2.0920  0.00
O 5.2591 -2.7160 1.8310  0.00
N 3.4337 -1.5994 1.0847  0.00
C 2.7595 -0.3794 0.9737  0.00
C 2.9899 0.7344 1.7794  0.02
C 2.2983 1.8999 1.5132  0.00
C 1.4125 1.9656 0.4601  0.02
N 1.1710 0.8929 -0.3021  0.02
C 1.8174 -0.2596 -0.0309  0.02
C 1.5327 -1.7279 3.4845  0.00
C 0.3664 -1.4278 4.1736  0.00
H -0.7029 -0.1254 7.1474  0.00
H -1.5573 -1.3092 6.1508  0.00
H -1.4403 0.3657 5.6217  0.00
H 1.6777 0.1093 6.8679  0.00
H 3.7557 -0.3928 5.6513  0.00
H 4.7706 -1.8262 4.0041  0.00
H 3.5635 -2.1175 0.2314  0.00
H 3.7137 0.6945 2.5823  0.00
H 2.4641 2.7837 2.1137  0.00
H 0.8973 2.8732 0.2012  0.00
H 1.5890 -1.1188 -0.6478  0.00
H 1.4751 -2.2851 2.5590  0.00
H -0.5848 -1.7388 3.7522  0.00

Calculated values
- total charge = 0
- lowest unoccupied orbital energy (spin up / spin down) (eV) = -1.526 / -2.196
- Kohn-Sham gap (spin up / spin down) (eV) = 5.764 / 5.036
- DFT total energy (eV) = -107304.96421
- 2S+1 = 4
- ⟨S²⟩ = 3.789

=====

(2)
The following is a quantum chemistry calculation of C21H21N5O in the gas phase at a distorted geometry, from the Open Molecules 2025 dataset.

Last column: Löwdin charge in e.
Atoms and positions in Å:
C 5.2029 0.0612 3.9681  -0.04
O 4.7829 -0.5766 2.7237  -0.10
C 3.5271 -0.3067 2.1854  -0.28
C 2.6826 0.6921 2.5831  0.01
C 1.4938 1.0250 1.9738  -0.14
C 0.6665 2.2125 2.2778  -0.17
C 0.1332 2.9280 1.2013  -0.03
C -0.8293 3.8687 1.4017  -0.15
N -1.2303 4.1616 2.6153  0.04
C -0.7847 3.5982 3.6933  -0.15
C 0.2073 2.6085 3.5229  -0.02
C 1.1603 0.1925 0.8358  0.02
C 1.9132 -0.8752 0.3851  -0.15
C 1.5339 -1.7244 -0.8928  -0.26
C 2.4723 -1.3821 -2.0911  -0.06
C 0.1538 -1.5917 -1.4477  0.00
C -0.9043 -1.4891 -1.9789  0.02
C -2.2562 -1.2640 -2.5208  -0.11
C -3.3992 -1.3740 -1.6752  -0.28
C -3.1535 -1.5056 -0.1967  -0.03
N -4.6455 -1.1997 -2.0602  0.16
C -4.7179 -1.1304 -3.3821  -0.52
N -5.9214 -1.1752 -3.7804  0.17
N -3.7800 -0.9558 -4.3303  0.18
C -2.5731 -0.9782 -3.8411  -0.41
N -1.6242 -0.9821 -4.7731  0.15
C 3.0647 -1.1164 1.1705  0.03
H 4.3842 0.0124 4.7325  0.10
H 5.3139 1.0678 3.6452  0.08
H 6.1077 -0.3508 4.3559  0.08
H 2.9096 1.1580 3.5800  0.13
H 0.4313 2.7329 0.1669  0.12
H -1.1980 4.4725 0.5711  0.11
H -1.2078 3.8273 4.7118  0.12
H 0.5696 2.2293 4.4916  0.11
H 0.3311 0.5393 0.2801  0.09
H 1.6885 -2.7817 -0.5968  0.14
H 3.4907 -1.4104 -1.8241  0.05
H 2.3243 -0.3998 -2.5182  0.08
H 2.3477 -2.0882 -2.9017  0.08
H -3.3511 -2.5631 0.1679  0.10
H -2.1585 -1.2825 0.2197  0.06
H -3.9240 -0.9166 0.3677  0.09
H -6.6257 -0.8963 -3.1191  0.12
H -5.8436 -0.6700 -4.6189  0.09
H -1.8890 -1.3182 -5.6812  0.11
H -0.6583 -1.1437 -4.4680  0.11
H 3.7828 -1.9392 0.8701  0.15

Calculated values
- total charge = 0
- SMILES = COc1cc(-c2ccncc2)cc([C@H](C)C#Cc2c(C)nc(N)nc2N)c1
- lowest unoccupied orbital energy (eV) = 0.533
- Kohn-Sham gap (eV) = 8.492
- DFT total energy (eV) = -31613.06727

=====

(3)
The following is a quantum chemistry calculation of a molecular structure, C21H21N5O2SW at a distorted geometry, from the Open Molecules 2025 dataset.

Last column: Löwdin spin population.
Atoms and positions in Å:
N -0.3801 1.9023 -0.4246  0.01
C -0.2799 3.0658 -0.3585  0.00
C -0.0690 4.4727 -0.2226  0.00
H -1.0327 5.0051 -0.2795  0.00
H 0.5785 4.8096 -1.0510  0.00
H 0.4236 4.7054 0.7356  0.00
N 2.0373 -1.2193 -1.1605  0.01
C 2.9846 -1.8891 -1.1985  0.02
C 4.1541 -2.7007 -1.1201  0.00
H 4.9144 -2.3035 -1.8173  0.00
H 3.8830 -3.7367 -1.3887  0.00
H 4.5401 -2.6716 -0.0878  0.00
N -2.5572 -0.2277 0.0452  0.02
C -3.3679 -1.0242 -0.2075  0.00
C -4.4789 -1.9216 -0.3810  0.00
H -4.3174 -2.8094 0.2459  0.00
H -4.5356 -2.2211 -1.4337  0.00
H -5.4060 -1.4076 -0.0880  0.00
W 0.3478 0.0954 -1.5084  0.72
C 0.0664 -1.4421 0.5480  0.00
O 0.4884 -2.2125 1.2957  0.00
C 1.6592 0.5007 0.6336  0.01
O 2.4947 0.2770 1.3952  0.00
C 0.6743 1.3381 -3.1792  0.03
C -0.6888 1.3710 -2.8588  0.05
C -1.4243 0.2000 -2.7308  0.01
C -0.8058 -1.0434 -2.8802  0.02
C 0.5422 -1.0898 -3.2578  0.06
C 1.2825 0.0999 -3.4041  0.02
H 1.2639 2.2582 -3.2236  0.00
H -1.1974 2.3281 -2.8133  0.00
H -2.4854 0.2468 -2.5057  0.00
H -1.3597 -1.9677 -2.7251  0.00
H 1.0017 -2.0579 -3.4456  0.00
H 2.3391 0.0681 -3.6665  0.00
N -2.5296 -1.2494 2.8393  0.15
C -2.1536 0.0211 3.1033  0.08
N -1.0167 0.5597 2.7195  0.13
C -0.8985 1.8493 3.1899  0.15
C 0.1756 2.7170 2.9506  0.07
C 0.1956 3.9663 3.5579  0.07
C -0.8811 4.3825 4.3559  0.22
C -1.9903 3.5515 4.5593  -0.01
C -1.9998 2.2929 3.9756  0.13
S -3.2148 1.0398 4.0750  0.00
H -3.4849 -1.5121 3.0330  0.00
H -2.0538 -1.7173 2.0801  0.00
H 0.9761 2.3599 2.3046  0.00
H 1.0602 4.6161 3.4141  0.00
H -0.8399 5.3599 4.8289  0.01
H -2.8434 3.8571 5.1569  0.00

Calculated values
- total charge = +4
- lowest unoccupied orbital energy (spin up / spin down) (eV) = -14.665 / -15.200
- Kohn-Sham gap (spin up / spin down) (eV) = 5.272 / 4.723
- DFT total energy (eV) = -46278.00055
- 2S+1 = 3
- ⟨S²⟩ = 2.031

=====

What did the second record say?
The following is a quantum chemistry calculation of C21H21N5O in the gas phase at a distorted geometry, from the Open Molecules 2025 dataset.

Last column: Löwdin charge in e.
Atoms and positions in Å:
C 5.2029 0.0612 3.9681  -0.04
O 4.7829 -0.5766 2.7237  -0.10
C 3.5271 -0.3067 2.1854  -0.28
C 2.6826 0.6921 2.5831  0.01
C 1.4938 1.0250 1.9738  -0.14
C 0.6665 2.2125 2.2778  -0.17
C 0.1332 2.9280 1.2013  -0.03
C -0.8293 3.8687 1.4017  -0.15
N -1.2303 4.1616 2.6153  0.04
C -0.7847 3.5982 3.6933  -0.15
C 0.2073 2.6085 3.5229  -0.02
C 1.1603 0.1925 0.8358  0.02
C 1.9132 -0.8752 0.3851  -0.15
C 1.5339 -1.7244 -0.8928  -0.26
C 2.4723 -1.3821 -2.0911  -0.06
C 0.1538 -1.5917 -1.4477  0.00
C -0.9043 -1.4891 -1.9789  0.02
C -2.2562 -1.2640 -2.5208  -0.11
C -3.3992 -1.3740 -1.6752  -0.28
C -3.1535 -1.5056 -0.1967  -0.03
N -4.6455 -1.1997 -2.0602  0.16
C -4.7179 -1.1304 -3.3821  -0.52
N -5.9214 -1.1752 -3.7804  0.17
N -3.7800 -0.9558 -4.3303  0.18
C -2.5731 -0.9782 -3.8411  -0.41
N -1.6242 -0.9821 -4.7731  0.15
C 3.0647 -1.1164 1.1705  0.03
H 4.3842 0.0124 4.7325  0.10
H 5.3139 1.0678 3.6452  0.08
H 6.1077 -0.3508 4.3559  0.08
H 2.9096 1.1580 3.5800  0.13
H 0.4313 2.7329 0.1669  0.12
H -1.1980 4.4725 0.5711  0.11
H -1.2078 3.8273 4.7118  0.12
H 0.5696 2.2293 4.4916  0.11
H 0.3311 0.5393 0.2801  0.09
H 1.6885 -2.7817 -0.5968  0.14
H 3.4907 -1.4104 -1.8241  0.05
H 2.3243 -0.3998 -2.5182  0.08
H 2.3477 -2.0882 -2.9017  0.08
H -3.3511 -2.5631 0.1679  0.10
H -2.1585 -1.2825 0.2197  0.06
H -3.9240 -0.9166 0.3677  0.09
H -6.6257 -0.8963 -3.1191  0.12
H -5.8436 -0.6700 -4.6189  0.09
H -1.8890 -1.3182 -5.6812  0.11
H -0.6583 -1.1437 -4.4680  0.11
H 3.7828 -1.9392 0.8701  0.15

Calculated values
- total charge = 0
- SMILES = COc1cc(-c2ccncc2)cc([C@H](C)C#Cc2c(C)nc(N)nc2N)c1
- lowest unoccupied orbital energy (eV) = 0.533
- Kohn-Sham gap (eV) = 8.492
- DFT total energy (eV) = -31613.06727

=====

- Which value of total charge does entry 2 give?
  0